{"formula": "C9H18Br3N2O3", "method": "wB97M-V/def2-TZVPD", "species": ["C", "C", "O", "C", "C", "C", "N", "C", "N", "C", "C", "O", "O", "H", "H", "H", "H", "H", "H", "H", "H", "H", "H", "H", "H", "H", "H", "H", "H", "H", "C", "Br", "Br", "Br", "H"], "coordinates": [[-1.754018, -0.252538, -3.176225], [-0.729797, -0.913111, -2.102504], [-0.042847, 0.061682, -1.289627], [-0.395666, -0.039791, 0.117844], [0.857697, 0.502835, 0.965903], [0.468580, 1.246828, 2.342386], [0.034507, 2.645873, 1.949493], [-0.748242, 0.590903, 3.146521], [-0.438562, -0.709290, 3.810591], [-1.119764, -1.871830, 3.182157], [1.822739, 1.422401, 3.182589], [2.634877, 0.425738, 3.317090], [2.217639, 2.636273, 3.758583], [-2.307778, -1.130936, -3.683809], [-1.228444, 0.329415, -4.004054], [-2.579540, 0.370777, -2.656719], [-1.337968, -1.685776, -1.519915], [0.074917, -1.452017, -2.739939], [-1.343064, 0.596428, 0.297973], [-0.535794, -1.141168, 0.397616], [1.432053, 1.284415, 0.332987], [1.581900, -0.375151, 1.115660], [-0.814603, 2.613999, 1.367975], [0.816062, 3.116286, 1.466954], [-1.684110, 0.426750, 2.484957], [-1.083637, 1.320670, 3.974021], [0.570452, -0.863184, 3.944185], [-2.226711, -1.707585, 2.959488], [-1.063857, -2.736064, 3.954118], [-0.606633, -2.267033, 2.232453], [2.010449, -0.472650, -5.888135], [2.040644, 0.775297, -4.404967], [1.993676, -2.314834, -5.279978], [0.549579, -0.104104, -7.111062], [2.935262, -0.329508, -6.444608]], "atomic_forces_ev_per_a": [[-0.43, -0.73, 0.42], [-0.22, 0.20, -1.81], [-1.13, -1.41, 0.22], [0.80, 0.64, 0.68], [0.14, -0.46, -0.30], [0.01, 1.13, -1.15], [-0.14, -0.85, 0.36], [0.02, 0.39, 0.63], [-1.05, -0.13, -1.07], [0.71, -1.30, 0.70], [4.45, 2.54, 3.41], [-3.01, 1.25, -0.98], [-2.98, -4.64, -3.10], [0.87, 1.28, 0.69], [-0.65, -0.59, 1.33], [1.54, -0.80, -0.83], [1.04, 1.08, -0.45], [-1.24, 0.65, 1.14], [1.27, -1.13, -0.13], [-0.20, 1.58, -0.39], [-1.03, -1.29, 0.95], [-1.07, 1.29, 0.03], [0.76, -0.03, 0.08], [-0.76, -0.35, 0.44], [1.59, 0.38, 0.78], [0.72, -0.78, -1.40], [-0.56, 0.24, -0.38], [1.53, 0.13, 0.37], [-0.20, 1.21, -1.31], [-0.74, 0.54, 1.04], [0.18, 0.15, 0.08], [-0.10, -0.35, -0.28], [-0.05, 0.34, -0.11], [0.21, -0.09, 0.23], [-0.28, -0.07, 0.13]], "energy_ev": -228873.284, "relative_energy_ev": 1.610, "total_charge": -1, "fmax_ev_per_a": 6.32, "homo_lumo_gap_ev": 5.22, "homo_ha": -0.140}